Below is the molecule C9H13ClN2O2 at a distorted geometry, with properties calculated with wB97M-V/def2-TZVPD.

energy above the lowest of the compared OMol25 structures with the same formula, charge and spin	89.5	kcal/mol
Kohn-Sham gap	8.20	eV
E_LUMO	-1.070	eV
SMILES	CC1(C)C=NC(Cl)=C([N+](=O)[O-])C1(C)C
2S+1	1

Atoms and positions in Å:
Cl: 3.776 1.131 0.176
O: 1.926 -2.621 0.146
O: 3.439 -1.402 -0.657
N: 2.340 -1.527 -0.207
N: 1.428 1.923 0.762
C: -0.024 -0.589 0.189
C: -2.009 0.866 0.469
C: -0.379 -1.082 1.586
C: 0.173 1.916 0.648
C: -0.629 0.843 -0.096
C: -0.606 1.304 -1.532
C: 1.459 -0.426 -0.015
C: 2.127 0.847 0.311
C: -0.506 -1.623 -0.880
H: 0.357 1.328 -1.973
H: -1.537 -1.694 -0.756
H: -0.833 2.345 -1.504
H: -2.624 -0.014 0.012
H: -2.503 1.842 0.148
H: 0.013 -0.363 2.390
H: -0.248 -1.268 -1.797
H: -1.406 0.782 -2.294
H: 0.102 -1.981 1.738
H: -0.372 2.779 0.726
H: -1.394 -1.348 1.690
H: -1.995 0.581 1.519
H: -0.076 -2.550 -0.800

And the natural (NBO) charges, in e, turn out to be:
1. Cl 0.1313
2. O -0.4248
3. O -0.3644
4. N 0.5011
5. N -0.4550
6. C -0.0400
7. C -0.6196
8. C -0.6232
9. C 0.2278
10. C -0.1230
11. C -0.6125
12. C 0.0116
13. C 0.1640
14. C -0.5997
15. H 0.2267
16. H 0.2021
17. H 0.2125
18. H 0.2160
19. H 0.2218
20. H 0.2105
21. H 0.2064
22. H 0.2280
23. H 0.2389
24. H 0.1776
25. H 0.2139
26. H 0.2321
27. H 0.2398

---

Below is a 2-piece molecular cluster, C9H13F3IN2O5 overall at a distorted geometry, with properties calculated with wB97M-V/def2-TZVPD.

charge	-1
Kohn-Sham gap	7.12	eV
E_LUMO	2.365	eV
2S+1	1

Atoms and positions in Å:
I: -5.754 -1.067 4.383
F: 0.018 0.455 2.133
F: -0.315 1.415 -0.061
F: 1.672 0.195 0.438
O: -4.310 -3.189 0.489
O: 6.724 0.576 -3.324
O: -2.867 -3.095 2.415
O: -0.323 -1.067 0.189
O: -4.065 1.311 3.339
N: -3.948 -0.030 0.428
N: 5.495 1.920 -2.005
C: -1.716 -1.017 -0.268
C: 4.860 -0.444 -2.216
C: 5.768 0.704 -2.566
C: -3.335 -2.444 1.316
C: -2.824 -0.888 0.978
C: -5.164 -0.010 1.326
C: 0.178 0.225 0.667
C: -4.858 0.294 2.908
C: 4.424 2.254 -1.100
H: -1.928 -0.247 -1.137
H: 4.890 -0.627 -1.138
H: 4.865 2.634 -0.175
H: 3.837 -0.220 -2.534
H: -5.948 0.797 0.927
H: -2.351 -0.494 1.973
H: 6.142 2.649 -2.281
H: -5.748 -1.048 1.255
H: -4.273 -0.540 -0.448
H: 3.788 1.397 -0.871
H: 3.819 3.038 -1.562
H: 5.192 -1.349 -2.731
H: -1.943 -2.088 -0.745

And the natural (NBO) charges, in e, turn out to be:
1. I 0.1076
2. F -0.3314
3. F -0.3363
4. F -0.3668
5. O -0.8477
6. O -0.6417
7. O -0.7252
8. O -0.4933
9. O -0.5540
10. N -0.6422
11. N -0.6180
12. C -0.1055
13. C -0.7214
14. C 0.6746
15. C 0.6813
16. C -0.1885
17. C -0.3418
18. C 1.1747
19. C 0.4128
20. C -0.4150
21. H 0.2019
22. H 0.2319
23. H 0.1941
24. H 0.2325
25. H 0.2295
26. H 0.2506
27. H 0.3966
28. H 0.2480
29. H 0.3820
30. H 0.2283
31. H 0.1952
32. H 0.2421
33. H 0.2448

---

Below is C9H13GaN as an isolated structure at a distorted geometry, with properties calculated with wB97M-V/def2-TZVPD.

charge	-1
energy above the lowest of the compared OMol25 structures with the same formula, charge and spin	0.0	kcal/mol
Kohn-Sham gap (alpha / beta)	5.02 / 5.56	eV
E_LUMO (alpha / beta)	2.526 / 2.939	eV
2S+1	1

Atoms and positions in Å:
Ga: -0.675 0.521 0.953
N: -1.975 1.219 -0.106
C: -2.250 -1.831 1.024
C: 1.327 -1.130 -1.950
C: 1.098 1.129 1.355
C: 0.003 -1.660 -1.979
C: -0.897 -0.577 -2.216
C: -0.959 -1.503 1.280
C: -0.134 0.618 -2.341
C: 1.245 0.279 -2.186
C: 0.179 -2.171 1.653
H: -2.959 -1.076 0.670
H: -0.531 1.612 -2.515
H: -1.979 -0.654 -2.261
H: -0.277 -2.701 -1.838
H: -2.612 -2.853 1.164
H: 1.180 1.285 2.440
H: 2.083 0.972 -2.234
H: 0.656 -2.908 1.001
H: 2.240 -1.698 -1.781
H: 1.829 0.374 1.041
H: 1.321 2.072 0.841
H: 0.626 -2.026 2.639
H: -2.611 1.965 0.202

And the natural (NBO) charges, in e, turn out to be:
1. Ga 1.6018
2. N -1.0028
3. C -0.4026
4. C -0.3644
5. C -1.2390
6. C -0.3658
7. C -0.3395
8. C -0.4452
9. C -0.3493
10. C -0.3781
11. C -0.3964
12. H 0.2033
13. H 0.1915
14. H 0.1939
15. H 0.1823
16. H 0.1656
17. H 0.2077
18. H 0.1809
19. H 0.2030
20. H 0.1791
21. H 0.2557
22. H 0.2301
23. H 0.1792
24. H 0.3091

---

Below is an isolated ion of composition C9H13N2OS and charge +1 at a distorted geometry, with properties calculated with wB97M-V/def2-TZVPD.

charge	+1
expectation value of S²	2.02
energy above the lowest of the compared OMol25 structures with the same formula, charge and spin	35.5	kcal/mol
Kohn-Sham gap (alpha / beta)	4.51 / 7.03	eV
E_LUMO (alpha / beta)	-3.255 / -4.742	eV
2S+1	3

Atoms and positions in Å:
S: -0.708 2.992 -1.492
O: 1.299 -0.217 -0.474
N: -0.811 -2.364 -0.106
N: 0.130 0.508 -0.719
C: -0.915 -0.037 0.275
C: 0.414 1.975 -0.773
C: -0.384 -2.169 1.296
C: 1.726 3.810 -1.332
C: 1.672 2.540 -0.702
C: -0.023 -0.727 1.459
C: 0.550 4.136 -1.944
C: 1.436 -0.501 0.963
C: -1.650 -1.167 -0.333
H: 0.175 5.009 -2.483
H: 0.055 -2.219 -0.649
H: -2.663 -1.194 0.073
H: 2.715 4.243 -1.355
H: -1.440 0.875 0.627
H: -0.249 -0.136 2.363
H: -1.182 -2.512 1.979
H: 2.610 2.150 -0.205
H: -1.664 -1.279 -1.450
H: 1.932 0.408 1.146
H: -1.189 -3.287 -0.288
H: 0.510 -2.790 1.448
H: 2.020 -1.378 1.115

And the natural (NBO) charges, in e, turn out to be:
1. S 0.3039
2. O -0.4007
3. N -0.4966
4. N -0.1284
5. C -0.0892
6. C -0.1172
7. C -0.2437
8. C -0.2624
9. C -0.2439
10. C -0.2930
11. C -0.2808
12. C -0.0984
13. C -0.2600
14. H 0.2437
15. H 0.4516
16. H 0.2566
17. H 0.2468
18. H 0.2753
19. H 0.2840
20. H 0.2476
21. H 0.2306
22. H 0.2566
23. H 0.2263
24. H 0.4550
25. H 0.2336
26. H 0.2028

---

Below is the molecule C9H13N3 at a distorted geometry, with properties calculated with wB97M-V/def2-TZVPD.

energy above the lowest of the compared OMol25 structures with the same formula, charge and spin	10.9	kcal/mol
Kohn-Sham gap	9.09	eV
E_LUMO	0.763	eV
SMILES	CC1=C(C)[C@H](C)n2nc(C)nc21
2S+1	1

Atoms and positions in Å:
N: -0.681 -0.676 0.125
N: -1.940 -1.125 0.169
N: -1.885 1.138 0.012
C: -2.605 0.011 0.092
C: -0.668 0.687 0.058
C: 1.461 -0.014 0.380
C: 2.998 0.047 0.359
C: 1.293 2.465 0.094
C: 0.600 -1.334 0.217
C: -4.100 0.217 0.036
C: 0.775 -2.359 -0.808
C: 0.708 1.109 0.257
H: -4.257 1.164 0.561
H: 1.515 -3.210 -0.652
H: -4.321 0.313 -1.053
H: 0.628 -1.774 1.194
H: 0.599 3.067 -0.460
H: 2.381 2.338 -0.411
H: 1.331 2.909 1.148
H: -0.228 -2.740 -0.895
H: 0.997 -1.802 -1.809
H: 3.245 0.847 1.119
H: 3.410 -0.940 0.553
H: -4.495 -0.727 0.383
H: 3.238 0.391 -0.670

And the natural (NBO) charges, in e, turn out to be:
1. N -0.1709
2. N -0.3060
3. N -0.5078
4. C 0.3250
5. C 0.3431
6. C 0.0848
7. C -0.6640
8. C -0.6383
9. C -0.0829
10. C -0.6499
11. C -0.6222
12. C -0.0821
13. H 0.2398
14. H 0.2311
15. H 0.2232
16. H 0.2187
17. H 0.2376
18. H 0.2209
19. H 0.2321
20. H 0.2459
21. H 0.2117
22. H 0.2340
23. H 0.2258
24. H 0.2262
25. H 0.2241

---

Below is an isolated ion of composition C9H13N3 and charge +2 at a distorted geometry, with properties calculated with wB97M-V/def2-TZVPD.

charge	+2
energy above the lowest of the compared OMol25 structures with the same formula, charge and spin	177.5	kcal/mol
Kohn-Sham gap	6.95	eV
E_LUMO	-10.131	eV
SMILES	CC1=[N+]=C2CC/[N+]1=C/C/C=N\C2
2S+1	1

Atoms and positions in Å:
N: -0.442 -0.378 -1.140
N: -1.002 0.482 0.734
N: 2.676 -0.172 -0.222
C: 2.300 0.986 0.090
C: -1.066 -0.853 1.420
C: 0.936 1.842 -0.056
C: 2.232 -1.344 -0.832
C: 0.015 1.260 0.919
C: -1.516 0.283 -0.607
C: -0.089 -1.821 0.669
C: 0.415 -1.199 -0.596
C: -2.707 0.741 -1.252
H: -0.780 -0.538 2.375
H: 2.518 -2.124 -0.124
H: 0.254 1.438 2.064
H: 1.280 2.939 0.251
H: 2.459 -1.356 -1.970
H: -3.334 1.450 -0.670
H: -1.967 -1.337 1.522
H: 0.489 -2.338 1.421
H: -3.220 -0.112 -1.567
H: -2.257 1.251 -2.158
H: 3.029 1.650 0.398
H: -0.923 -2.616 0.467
H: 0.699 1.868 -1.137

And the natural (NBO) charges, in e, turn out to be:
1. N -0.4159
2. N -0.3678
3. N -0.3369
4. C 0.1993
5. C -0.1951
6. C -0.6188
7. C -0.1677
8. C 0.3433
9. C 0.6468
10. C -0.5806
11. C 0.4355
12. C -0.7280
13. H 0.2575
14. H 0.2666
15. H 0.2809
16. H 0.3307
17. H 0.3062
18. H 0.3069
19. H 0.2561
20. H 0.3039
21. H 0.3124
22. H 0.3331
23. H 0.2219
24. H 0.3190
25. H 0.2907

---

- Which value of 2S+1 does entry 2 give?
  1